Below is a 4-piece molecular cluster, C70H71I2N4O7 overall in a non-equilibrium geometry, with properties calculated with ωB97M-V with the def2-TZVPD basis set.

As for the charge: +1. The HOMO energy is -11.0 eV. The max |F| is 1.157 eV Å⁻¹. For the relative energy (zero: lowest compared OMol25 entry of this formula, charge and spin), the calculation gives 0.0 kJ/mol. The calculation puts the energy at -4050.9500 hartree.

Last column: Löwdin charge in e.
CARTESIAN COORDINATES (ANGSTROEM)
C  -3.4230  -3.7837  2.2784  -0.0881
C  -3.0247  -5.2167  1.8942  -0.2310
C  -1.8850  -5.2287  0.8762  -0.2337
C  -1.0018  -6.4620  0.9486  -0.1877
C  0.0069  -6.5051  -0.2053  -0.2008
C  1.3822  -5.9208  0.1218  -0.1391
N  1.4460  -4.4583  0.1601  0.0617
C  1.6239  -3.6086  -0.8574  -0.3018
C  1.8920  -3.7767  -2.3312  -0.6641
I  1.3346  -5.5954  -3.3174  1.0961
C  3.4079  -3.5486  -2.6590  -0.8053
C  4.3513  -4.0170  -1.5588  -0.1457
I  3.7200  -1.4502  -3.0898  0.9798
N  1.6069  -2.3624  -0.4401  0.2184
C  1.4626  -2.3836  0.8883  -0.2502
N  1.4558  -1.2999  1.6529  0.0204
C  1.2782  -1.3618  3.1180  -0.1381
C  1.5790  -0.0998  3.8916  -0.1676
C  1.0632  -0.2792  5.3486  -0.1806
C  0.6047  1.0501  5.9511  -0.1791
C  -0.2791  0.7874  7.1654  -0.2408
O  -0.7996  1.9460  7.7681  -0.1446
C  0.1659  2.7827  8.4000  -0.2646
C  0.3348  4.0810  7.6343  -0.0693
C  1.6393  -0.0259  0.9289  -0.1214
C  3.0782  0.1930  0.4846  -0.4135
C  3.2422  1.5201  -0.2766  -0.0637
C  4.1104  0.1604  1.6139  -0.0571
N  1.3565  -3.6759  1.2980  0.1203
C  1.2043  -4.2953  2.5826  -0.2251
C  0.0140  -4.2223  3.3064  -0.0390
C  -0.0728  -4.8210  4.5657  -0.0348
C  1.0254  -5.4876  5.1172  -0.0401
C  2.2179  -5.5559  4.3890  -0.0425
C  2.3072  -4.9571  3.1302  -0.0166
H  -4.4941  -3.6440  2.3661  0.0809
H  -3.0070  -3.0503  1.6039  0.0244
H  -3.0051  -3.5674  3.2616  0.0651
H  -2.6933  -5.7401  2.7879  0.1001
H  -3.8807  -5.7396  1.4808  0.1110
H  -2.2918  -5.1121  -0.1261  0.1232
H  -1.2669  -4.3414  1.0279  0.0729
H  -1.6536  -7.3262  0.8273  0.1215
H  -0.5264  -6.5621  1.9217  0.1062
H  -0.4148  -5.9254  -1.0158  0.0457
H  0.1824  -7.5208  -0.5390  0.1177
H  2.1146  -6.2218  -0.6154  0.0705
H  1.7085  -6.3500  1.0634  0.1204
H  1.3331  -2.9974  -2.8239  0.0490
H  3.5999  -4.0310  -3.6042  0.0165
H  5.2896  -4.3201  -2.0109  0.0869
H  3.9515  -4.8545  -0.9946  0.0664
H  4.5950  -3.1942  -0.8973  0.0550
H  1.9482  -2.1344  3.4922  0.1283
H  0.2724  -1.7106  3.3338  0.1014
H  1.0823  0.7752  3.4900  0.0972
H  2.6415  0.0769  3.9651  0.1043
H  0.2085  -0.9528  5.3577  0.1065
H  1.8808  -0.6822  5.9370  0.1204
H  -0.0067  1.5671  5.2139  0.1176
H  1.4515  1.6758  6.2162  0.1120
H  -1.1451  0.2274  6.8222  0.1241
H  0.2550  0.1810  7.9025  0.1280
H  1.1146  2.2459  8.4433  0.1110
H  -0.1333  2.9757  9.4261  0.1157
H  1.0626  3.9714  6.8344  0.0622
H  0.6907  4.8774  8.2816  0.0747
H  -0.6002  4.3691  7.1703  0.0795
H  1.2534  0.7969  1.5166  0.1117
H  1.0412  -0.0556  0.0220  0.1232
H  3.3559  -0.5827  -0.2184  0.0448
H  4.0575  1.3636  -0.9781  0.0685
H  3.5256  2.3192  0.4005  0.0844
H  2.3762  1.7699  -0.8801  0.0666
H  3.9117  0.9705  2.3115  0.0775
H  5.1027  0.2671  1.1932  0.0872
H  4.0340  -0.7627  2.1849  0.0693
H  -0.8368  -3.6972  2.9028  0.0909
H  -0.9982  -4.7672  5.1165  0.1147
H  0.9422  -5.9385  6.0908  0.1113
H  3.0718  -6.0596  4.8103  0.1110
H  3.2446  -4.9993  2.5944  0.1246
C  -8.1347  3.9931  -0.1501  -0.0451
C  -8.3536  3.0675  -1.1647  -0.0474
C  -7.5220  1.9684  -1.2964  0.0015
C  -6.4610  1.7944  -0.4177  -0.0836
C  -6.2318  2.7342  0.5930  -0.0827
C  -7.0763  3.8283  0.7270  0.0076
C  -5.0803  2.5929  1.5238  -0.2863
O  -4.8736  3.3978  2.4055  0.1145
C  -4.1636  1.4293  1.3320  -0.0834
C  -3.0482  1.3084  2.1485  -0.0095
C  -2.1819  0.2427  1.9816  -0.0576
C  -2.4375  -0.7181  1.0099  -0.0841
C  -3.5510  -0.6062  0.1948  0.0006
C  -4.4111  0.4733  0.3464  -0.0718
C  -5.5854  0.6011  -0.5683  -0.2749
O  -5.8026  -0.2439  -1.4103  0.1111
H  -8.7899  4.8475  -0.0471  0.1115
H  -9.1758  3.2052  -1.8540  0.1109
H  -7.6894  1.2438  -2.0809  0.1220
H  -6.8968  4.5474  1.5139  0.1248
H  -2.8502  2.0594  2.9017  0.1270
H  -1.3034  0.1592  2.6120  0.0919
H  -1.7578  -1.5517  0.8842  0.0867
H  -3.7571  -1.3478  -0.5653  0.1242
C  -2.0320  10.7370  0.8844  -0.0514
C  -0.6511  10.8690  0.9846  -0.0518
C  0.1646  9.7574  0.8613  -0.0002
C  -0.3979  8.5059  0.6461  -0.0835
C  -1.7864  8.3708  0.5633  -0.0824
C  -2.5989  9.4916  0.6749  0.0005
C  -2.4171  7.0352  0.3716  -0.2731
O  -3.6202  6.9125  0.2904  0.1121
C  -1.5221  5.8439  0.2858  -0.0716
C  -2.0884  4.5823  0.1597  0.0106
C  -1.2705  3.4703  0.0640  -0.0506
C  0.1113  3.6097  0.0909  -0.0535
C  0.6815  4.8638  0.2247  0.0048
C  -0.1336  5.9839  0.3287  -0.0771
C  0.4972  7.3251  0.4995  -0.2762
O  1.7041  7.4432  0.5221  0.1078
H  -2.6664  11.6087  0.9736  0.1095
H  -0.2118  11.8423  1.1576  0.1094
H  1.2390  9.8536  0.9323  0.1212
H  -3.6716  9.3812  0.6002  0.1213
H  -3.1651  4.4807  0.1432  0.1149
H  -1.7057  2.4824  -0.0266  0.0964
H  0.7411  2.7368  0.0097  0.0656
H  1.7563  4.9827  0.2503  0.1190
C  4.3790  1.3759  -11.0905  -0.0502
C  5.0936  1.5285  -9.9071  -0.0525
C  4.8404  0.6969  -8.8298  -0.0017
C  3.8642  -0.2863  -8.9278  -0.0838
C  3.1340  -0.4278  -10.1112  -0.0813
C  3.4013  0.4011  -11.1928  0.0021
C  2.0553  -1.4489  -10.2308  -0.2751
O  1.4248  -1.5795  -11.2572  0.1149
C  1.7677  -2.3063  -9.0437  -0.0766
C  0.7343  -3.2334  -9.1112  0.0044
C  0.4613  -4.0453  -8.0236  -0.0498
C  1.2262  -3.9385  -6.8661  -0.0755
C  2.2525  -3.0137  -6.7940  -0.0092
C  2.5240  -2.1898  -7.8774  -0.0776
C  3.6175  -1.1822  -7.7653  -0.2741
O  4.2809  -1.0979  -6.7518  0.0622
H  4.5844  2.0222  -11.9333  0.1101
H  5.8506  2.2971  -9.8276  0.1091
H  5.3962  0.8061  -7.9091  0.1198
H  2.8396  0.2796  -12.1083  0.1225
H  0.1485  -3.3117  -10.0164  0.1231
H  -0.3463  -4.7634  -8.0764  0.1091
H  1.0280  -4.5695  -6.0091  0.0080
H  2.8496  -2.9200  -5.8957  0.0796

Atomic forces in eV per Å
C 0.153 -0.434 0.558
C 0.174 0.477 -0.191
C 0.122 0.209 0.305
C -0.362 -0.330 -0.721
C 0.157 0.624 0.634
C -0.239 -0.499 0.149
N 0.344 -0.210 -0.829
C -0.295 0.207 -0.010
C 0.807 -0.335 -0.031
I -0.127 -0.072 0.115
C -0.669 0.328 0.526
C 0.321 0.227 -0.521
I 0.112 -0.198 -0.114
N -0.013 0.662 -0.238
C -0.022 -0.383 0.422
N -0.091 0.496 -0.034
C 0.455 -0.293 -0.342
C -0.627 -0.183 0.955
C 0.280 0.731 -0.573
C -0.260 -0.445 0.123
C 0.041 0.244 -0.028
O -0.061 0.104 0.092
C 0.146 -0.126 -0.320
C 0.289 -0.067 -0.097
C 0.243 -0.092 -0.449
C 0.591 0.648 0.211
C 0.171 -0.790 -0.087
C -0.784 -0.093 -0.006
N -0.418 -0.331 0.492
C 0.248 -0.302 0.869
C 0.267 -0.242 0.099
C 0.515 -0.008 -0.270
C -0.027 0.374 -0.846
C -0.552 0.278 -0.127
C -0.222 -0.093 0.361
H -0.146 0.066 -0.111
H -0.191 0.076 -0.284
H -0.044 0.232 0.132
H -0.116 -0.240 0.109
H -0.069 -0.261 0.033
H -0.068 -0.103 -0.202
H 0.073 0.136 -0.052
H -0.063 -0.176 0.150
H 0.087 0.028 0.156
H -0.085 -0.179 -0.414
H -0.001 -0.192 -0.150
H 0.093 -0.026 -0.178
H 0.192 0.320 0.223
H -0.368 0.012 -0.074
H 0.171 -0.024 -0.141
H 0.151 -0.137 0.015
H -0.053 -0.187 0.038
H -0.137 0.016 0.363
H 0.024 -0.086 0.097
H -0.260 0.171 0.017
H 0.004 0.123 -0.249
H 0.273 0.224 -0.377
H -0.006 -0.301 0.078
H -0.110 -0.384 0.275
H -0.005 0.287 -0.071
H 0.152 0.152 -0.057
H -0.155 -0.182 0.085
H 0.095 -0.120 0.097
H 0.174 -0.013 0.146
H -0.305 -0.056 0.104
H 0.082 -0.032 -0.162
H -0.038 0.126 0.091
H -0.263 0.137 0.112
H 0.064 0.015 0.285
H -0.256 -0.092 -0.039
H -0.255 -0.356 -0.094
H 0.213 0.269 -0.082
H -0.219 0.303 -0.001
H -0.176 0.167 0.014
H 0.187 0.227 0.065
H 0.239 -0.016 0.093
H 0.244 -0.231 0.011
H -0.051 0.033 -0.023
H -0.128 0.055 0.044
H 0.050 -0.099 0.151
H 0.153 -0.056 -0.011
H 0.050 0.049 -0.139
C -0.004 -0.041 -0.037
C 0.019 0.028 0.042
C -0.105 0.040 -0.059
C 0.086 0.025 0.095
C 0.051 -0.106 -0.054
C -0.084 0.091 -0.017
C -0.035 0.154 0.105
O 0.020 -0.029 -0.008
C -0.054 -0.075 -0.087
C 0.195 -0.002 0.156
C 0.016 -0.061 -0.003
C 0.080 0.187 -0.032
C 0.160 -0.104 -0.011
C -0.015 0.104 0.054
C -0.093 -0.063 -0.148
O 0.027 -0.001 0.028
H -0.002 0.008 -0.003
H -0.011 -0.001 0.001
H 0.059 -0.059 0.028
H 0.085 -0.028 0.020
H -0.124 0.061 -0.014
H -0.009 0.005 0.011
H 0.066 0.017 -0.048
H -0.079 0.052 -0.040
C 0.044 -0.006 0.003
C -0.044 -0.017 -0.007
C 0.012 0.130 0.012
C -0.086 -0.078 -0.010
C 0.099 -0.062 0.008
C -0.038 0.122 0.020
C -0.166 0.018 -0.014
O 0.019 -0.012 -0.003
C 0.101 0.062 0.028
C -0.007 -0.155 -0.015
C -0.044 -0.104 -0.006
C -0.060 0.116 0.048
C 0.045 -0.152 -0.004
C -0.107 0.039 0.006
C 0.159 0.053 0.004
O -0.019 -0.017 0.014
H -0.003 0.007 0.003
H 0.001 0.009 -0.007
H 0.019 -0.086 -0.025
H -0.001 -0.091 -0.001
H -0.015 0.106 -0.007
H -0.028 0.024 -0.037
H 0.024 -0.024 -0.010
H -0.003 0.100 0.012
C 0.019 -0.001 0.044
C -0.026 -0.015 -0.032
C 0.079 0.093 -0.034
C -0.088 -0.053 -0.043
C 0.005 -0.038 0.116
C 0.050 0.093 -0.071
C -0.067 -0.007 -0.152
O 0.004 0.003 0.024
C 0.049 0.034 0.058
C -0.074 -0.098 0.040
C 0.043 0.016 0.033
C 0.003 0.034 -0.017
C -0.069 -0.127 0.110
C 0.012 0.069 -0.096
C 0.098 0.035 0.092
O -0.018 0.001 -0.008
H 0.002 0.006 -0.004
H 0.010 0.001 -0.006
H -0.030 -0.075 0.039
H -0.059 -0.061 0.032
H 0.056 0.060 -0.053
H 0.000 -0.007 -0.006
H -0.074 0.007 -0.160
H 0.052 0.085 -0.044